[1]
Here is 2 unconnected molecules or ions with the total composition C20H17F2NO2S from the OMol25 dataset. Energies are from ωB97M-V with the def2-TZVPD basis set.

```
43
Properties=species:S:1:pos:R:3:mulliken_charge:R:1
O 1.136 -3.859 1.031 -0.750
F 4.492 4.412 -2.311 -0.312
O 1.875 -1.574 1.755 -0.737
H -4.780 -0.907 3.933 0.307
C 2.576 1.374 -1.560 0.477
H -3.144 0.012 -1.714 0.447
C -2.647 2.057 -2.251 -0.371
C -0.262 2.631 -2.165 -0.580
H -1.464 -4.033 1.078 0.385
H -4.046 -1.910 5.188 0.311
S 0.955 -2.418 1.025 1.173
H 6.178 2.447 -2.680 0.445
H 0.045 -0.481 3.005 0.448
C -2.353 0.760 -1.788 -0.629
C 3.618 0.411 -1.725 -0.633
C -0.764 -1.186 2.827 -0.349
C -1.062 0.444 -1.419 -0.195
C -1.591 2.960 -2.390 0.038
C 2.904 2.755 -1.708 -0.462
F -1.884 4.253 -2.765 -0.307
C 4.889 0.787 -2.127 -0.503
H -3.630 -3.751 2.271 0.268
C 1.300 0.855 -1.258 0.183
C -1.971 -1.057 3.513 -0.553
H 0.534 3.335 -2.384 0.426
C 5.189 2.141 -2.352 -0.472
C -0.602 -2.239 1.920 0.112
N 0.712 -1.805 -0.406 -0.837
H -4.962 -2.670 3.869 0.345
C -3.006 -1.980 3.320 0.871
H -3.667 2.360 -2.469 0.446
H 3.365 -0.633 -1.531 0.440
C 0.030 1.346 -1.607 0.707
C -2.818 -3.037 2.423 -0.680
H 5.654 0.026 -2.277 0.406
C 4.188 3.083 -2.117 0.162
H -2.117 -0.232 4.216 0.350
C -1.616 -3.185 1.742 -0.626
H 1.296 -0.110 -0.730 0.388
C -4.271 -1.860 4.116 -1.327
H 2.174 3.532 -1.490 0.571
H -0.815 -0.524 -0.979 0.444
H 0.362 -2.531 -1.031 0.172
```

The electronic energy is -42867.675 eV. Its LUMO energy is -3.2 eV. The value obtained for the HOMO energy is -7.8 eV. As for the net charge: 0.

[2]
Here is 2 unconnected molecules or ions with the total composition C20H17F4NO2 from the OMol25 dataset. Energies are from ωB97M-V with the def2-TZVPD basis set.

```
44
Properties=species:S:1:pos:R:3:mulliken_charge:R:1
C 3.384 -2.223 -2.510 0.020
H 1.705 3.864 3.661 0.491
C 3.272 0.435 -1.745 -0.460
H -5.051 -0.602 -1.736 0.421
C 2.250 3.252 1.695 -0.119
C 2.416 2.186 0.842 -0.354
C -1.421 -1.769 -0.157 0.218
C 2.904 -1.887 -1.267 -0.695
H 2.112 -1.219 1.013 0.175
H 2.570 -2.682 -0.625 0.446
H -2.968 0.743 -1.628 0.298
H 1.527 -0.298 2.961 0.477
C -3.669 -0.591 -0.050 1.764
C 2.194 0.860 1.264 1.092
H -3.319 1.562 -0.122 0.387
C 1.825 3.033 2.992 -0.260
F 4.146 1.072 -3.847 -0.296
H 2.689 2.420 -0.165 0.598
C -5.086 -0.599 -0.648 -2.087
H -5.636 -1.482 -0.327 0.419
H -2.738 -0.582 1.916 0.373
H -5.644 0.281 -0.332 0.417
H -4.265 0.294 1.850 0.416
H -4.259 -1.469 1.855 0.414
C -1.428 0.602 -0.170 0.134
H -2.954 -1.925 -1.622 0.330
C -2.884 0.651 -0.542 -0.756
C 2.376 -0.314 0.488 -0.407
H 3.263 1.475 -1.501 0.510
C 2.847 -0.548 -0.829 1.066
H 4.178 -1.486 -4.344 0.485
C 3.792 -1.225 -3.377 -0.268
F 2.556 4.506 1.285 -0.305
F 1.166 1.544 4.717 -0.301
C -2.875 -1.830 -0.536 -0.763
C 1.743 0.687 2.589 -0.716
O -0.857 1.662 -0.009 -0.665
H -3.307 -2.741 -0.116 0.354
F 3.496 -3.522 -2.874 -0.289
C 3.734 0.103 -2.996 -0.068
C 1.566 1.751 3.440 0.009
C -3.740 -0.587 1.485 -1.729
O -0.845 -2.824 0.022 -0.712
N -0.764 -0.581 -0.003 -0.063
```

The electronic energy is -37468.531 eV. Its LUMO energy is -3.4 eV. The value obtained for the HOMO energy is -7.9 eV. As for the net charge: 0.

[3]
Here is a molecular structure, C20H17F5N2O3S2Sc from the OMol25 dataset. Energies are from ωB97M-V with the def2-TZVPD basis set.

```
50
Properties=species:S:1:pos:R:3:mulliken_charge:R:1
C -0.322 -0.078 4.785 -0.795
H 1.081 2.544 5.649 0.304
H 1.212 1.073 6.610 0.383
C 2.781 0.132 -4.325 0.163
H -1.784 -1.428 3.963 0.506
O -2.528 -1.605 -2.656 -0.325
C -2.086 -3.815 -1.886 -1.113
C 1.240 0.855 3.218 -1.058
H -0.312 2.324 -2.407 0.519
F 3.799 0.754 -0.401 -0.276
F 5.543 1.445 -2.394 -0.279
C 1.874 -0.230 -3.334 0.334
C -0.849 2.243 -1.470 -0.313
C -3.002 -2.984 -2.746 -0.064
H -1.039 -3.694 -2.199 0.324
C -1.893 3.135 0.480 -0.284
C 4.370 0.906 -2.691 0.452
F 1.418 -0.353 -1.025 0.301
S -1.297 -1.511 1.215 1.954
C 2.280 0.003 -2.037 0.202
H -2.182 3.984 1.085 0.457
H -0.947 4.332 -1.054 0.438
H -4.031 -3.012 -2.393 0.315
H 2.102 1.476 3.010 0.445
H 2.515 1.533 5.509 0.377
C -0.944 -0.777 3.764 -0.762
H -2.958 -3.284 -3.792 0.355
H -0.686 -0.185 5.798 0.395
S 0.300 -0.926 -3.696 -0.471
H -2.301 -4.874 -2.018 0.442
O -0.234 -2.025 0.239 -0.516
H -2.774 1.661 1.799 0.554
H -2.984 -1.028 -3.280 0.238
F 2.477 -0.051 -5.604 -0.311
C 3.489 0.556 -1.680 -0.230
C 4.011 0.691 -4.013 0.213
H 1.035 0.246 1.183 0.441
F 4.850 1.027 -4.981 -0.262
C -0.457 -0.647 2.469 0.041
C -2.223 1.857 0.890 -0.684
Sc -0.776 -1.137 -1.451 0.119
C 1.434 1.511 5.638 -1.441
C -1.830 0.806 0.076 0.568
H -2.203 -3.596 -0.822 0.202
C 0.771 0.746 4.530 0.901
O -2.091 -2.553 1.770 -0.701
N -1.155 1.003 -1.065 0.274
C 0.636 0.167 2.185 0.047
C -1.202 3.339 -0.715 -0.841
N -2.128 -0.555 0.271 -0.542
```

The electronic energy is -86093.611 eV. Its LUMO energy is -3.3 eV. The value obtained for the HOMO energy is -11.3 eV. As for the net charge: +1.

[4]
Here is a molecular structure, C20H17F9InN6O4S from the OMol25 dataset. Energies are from ωB97M-V with the def2-TZVPD basis set.

```
58
Properties=species:S:1:pos:R:3:mulliken_charge:R:1
C -0.868 -0.641 -4.450 0.469
In -1.042 1.048 -0.186 1.461
H 2.554 1.316 4.821 0.421
H -0.574 3.074 2.474 0.371
N 2.147 1.918 0.128 -0.328
C 1.388 3.125 0.115 0.410
H 2.116 -0.823 3.639 0.507
O -0.319 0.121 -2.254 -0.346
H 1.585 -3.058 0.324 0.406
N 1.514 0.744 -0.313 -0.326
H 3.083 2.076 -0.214 0.271
H 2.051 -5.964 3.436 0.377
F 0.897 1.775 -5.176 -0.291
F 1.540 1.840 -3.108 -0.164
F -0.546 -0.463 -5.749 -0.285
N -0.842 -2.154 -0.068 -1.540
O 0.148 3.010 -0.153 -0.660
C -1.923 -2.020 -0.825 0.264
F -2.593 1.472 -3.052 -0.225
C -3.008 3.602 -0.554 -1.146
N -0.221 1.082 2.175 -0.051
F -0.280 -1.781 -4.054 -0.249
C -1.456 1.707 -3.713 0.077
C 0.198 -1.234 1.738 0.016
H -3.479 3.121 -1.411 0.195
H -2.074 4.054 -0.893 0.219
C 1.760 1.251 4.087 -0.681
H -0.085 -2.328 4.182 0.487
C 0.951 -4.197 3.953 -0.775
C 1.672 -5.010 3.091 -0.405
N -0.535 -1.111 0.679 0.842
H 1.500 0.627 -1.325 0.269
C 0.026 2.230 2.791 -0.053
H 1.961 -0.056 0.111 0.281
H -1.244 -3.421 -2.113 0.257
C -0.432 0.543 -3.512 1.131
C 0.997 2.362 3.771 -0.786
O 2.013 4.148 0.383 -0.807
N -2.083 -2.972 -1.782 -0.438
S -3.137 -0.851 -0.605 -0.429
C 0.712 -2.545 2.208 -0.070
O -2.999 2.538 1.597 -0.565
F -0.953 2.861 -3.238 -0.255
C 1.421 -3.378 1.344 -0.242
C 1.902 -4.599 1.786 -0.759
C 0.958 1.063 -4.034 0.308
F -2.199 -0.842 -4.402 -0.278
H -2.784 -2.762 -2.470 0.290
H -3.673 4.358 -0.125 0.410
H 1.164 3.317 4.248 0.410
F -1.787 1.910 -5.009 -0.301
C -2.628 2.560 0.451 0.655
C 0.479 -2.969 3.515 0.001
H 2.457 -5.236 1.108 0.379
F 1.798 0.029 -4.251 -0.306
C 1.516 0.053 3.438 -0.727
H 0.752 -4.520 4.967 0.371
C 0.501 -0.003 2.480 0.933
```

The electronic energy is -78617.380 eV. Its LUMO energy is 2.2 eV. The value obtained for the HOMO energy is -4.6 eV. As for the net charge: -1.

[5]
Here is C20H17FN2O4 in the gas phase from the OMol25 dataset. Energies are from ωB97M-V with the def2-TZVPD basis set.

```
44
Properties=species:S:1:pos:R:3:mulliken_charge:R:1
H 5.442 -0.221 -2.368 0.437
F -4.768 1.910 -0.341 -0.397
H 1.136 0.037 -1.532 0.700
O 2.824 -0.167 -2.619 -0.737
C -4.283 -0.984 0.996 -0.487
H -0.772 0.952 -2.110 0.597
H 4.712 0.100 3.092 0.364
C -1.450 1.931 1.065 -0.579
H -4.754 -0.417 1.774 0.551
H -0.909 -2.881 1.089 0.396
C -4.727 -1.396 -0.221 -0.443
C 4.754 0.009 0.957 0.400
C 5.503 -0.085 -0.239 -0.258
C -2.712 1.372 -1.346 -0.725
N -0.336 -1.682 -0.476 0.023
H -3.413 2.397 1.809 0.494
C 1.340 0.062 -0.452 -0.408
C 0.763 1.334 0.168 0.149
H -3.644 -2.605 -1.751 0.487
C -3.434 1.778 -0.237 0.399
O 1.424 2.100 0.821 -0.583
C 0.645 -1.122 0.256 -0.138
C -1.343 1.226 -1.235 -0.236
C 3.397 0.048 0.848 0.231
O 0.952 -1.483 1.367 -0.658
H 2.756 0.106 1.712 0.266
C -1.260 -2.658 0.078 -1.253
H 6.076 -0.806 2.424 0.355
C -2.645 -2.104 0.123 0.616
H 6.070 0.953 2.348 0.339
C -3.655 -2.122 -0.795 -0.567
C 3.461 -0.111 -1.570 0.540
H -0.538 -1.345 -1.403 0.379
C -2.821 2.068 0.970 -0.513
H -1.240 -3.566 -0.531 0.410
H -0.941 2.150 1.990 0.484
H 6.581 -0.111 -0.178 0.434
N 2.776 -0.006 -0.353 0.314
H -3.225 1.179 -2.275 0.472
C -0.702 1.491 -0.027 0.470
H -5.686 -1.207 -0.655 0.478
C 4.886 -0.146 -1.447 -0.901
O -3.026 -1.401 1.212 -0.289
C 5.440 0.067 2.286 -1.612
```

The electronic energy is -34903.687 eV. Its LUMO energy is 0.2 eV. The value obtained for the HOMO energy is -8.0 eV. As for the net charge: 0. The structure (SMILES) is Cc1ccc(=O)n([C@@H](C(=O)NCc2ccco2)C(=O)c2ccc(F)cc2)c1.

Question: Among the records above, which one has the lowest electronic energy?
Answer: C20H17F5N2O3S2Sc

Question: Which of these has the highest net charge?
Answer: C20H17F5N2O3S2Sc